No. 1
ORCA calculation (wB97M-V/def2-TZVPD) on C5H10IP as an isolated structure at a distorted geometry.

Multiplicity   1
Relative energy (zero: lowest compared OMol25 entry of this formula, charge and spin)   0.0000 eV
HOMO energy   -9.36 eV
E   -835.5126 Ha
Frontier orbital gap   9.8 eV
F_max   3.5 eV Å⁻¹

Atoms and positions in Å:
C 1.31969 -1.04098 0.01565
C 0.26567 -0.97441 -1.16987
C 0.82860 -0.09144 1.06783
C -0.85126 -0.08139 -0.69198
C -0.20832 0.83996 0.29075
P -1.35467 1.80624 1.30586
I 0.96132 2.37428 -0.82559
H 1.35502 -2.08867 0.32220
H 2.27810 -0.57661 -0.40289
H 0.66248 -0.53327 -2.03476
H 0.11026 -2.03577 -1.39866
H 0.33158 -0.60284 1.82494
H 1.67551 0.55576 1.57471
H -1.31664 0.35196 -1.54317
H -1.76707 -0.50468 -0.23672
H -2.02361 0.58365 1.59954
H -2.26665 2.01821 0.30215

Force components x, y, z for each atom (eV/Å):
0.84 1.11 -2.17
0.57 -1.83 1.79
1.26 3.27 -0.42
-0.99 -0.96 -0.15
1.58 0.14 0.16
0.06 -0.36 1.25
-0.13 -0.33 0.18
0.71 0.37 0.22
-0.89 -1.40 0.69
0.86 0.58 -1.14
-0.90 0.40 -0.24
-1.16 -0.80 1.50
-1.71 -1.33 -1.00
-0.13 1.14 -0.75
0.79 -0.62 0.36
-0.19 0.19 0.54
-0.55 0.42 -0.82

No. 2
ORCA calculation (wB97M-V/def2-TZVPD) on C5H10IrOP as an isolated structure at a distorted geometry.

⟨S²⟩   8.763
Multiplicity   6
Relative energy (zero: lowest compared OMol25 entry of this formula, charge and spin)   0.0953 eV
HOMO energy (alpha / beta)   -8.41 / -13.25 eV
E   -716.8507 Ha
Net charge   +1
Frontier orbital gap (alpha / beta)   4.8 / 6.5 eV
F_max   2.8 eV Å⁻¹

Atoms and positions in Å:
C -0.04565 -0.02549 -1.56707
C -1.00352 -0.97627 -2.20884
C -0.52143 -2.29687 -2.11689
C 0.72376 -2.31794 -1.42816
C 1.10439 -0.97244 -0.99896
Ir 0.19482 0.46357 0.31846
P -0.34087 2.59690 0.34029
H 0.25311 0.93082 -2.02522
H -1.93218 -0.66195 -2.66967
H -1.04949 -3.18483 -2.48045
H 2.16180 -0.66002 -0.93329
H 1.29865 -3.22664 -1.20147
H -1.43247 2.87054 1.20933
H -0.79008 3.18412 -0.88127
H 0.58829 3.58615 0.77660
O 0.11786 -0.34010 2.21045
H 0.01603 -1.31614 2.24614
H -0.61364 0.02700 2.75452

Force components x, y, z for each atom (eV/Å):
0.16 -1.71 -1.62
0.46 0.72 -0.05
1.24 -0.01 1.04
-1.17 -0.71 0.28
0.49 0.95 -2.25
-0.04 -0.12 1.00
0.08 1.91 0.07
-0.33 -0.42 -0.55
0.15 -0.10 0.04
0.33 0.43 0.04
-0.51 -0.40 -0.29
-0.30 0.59 -0.23
0.24 0.03 -0.15
0.22 -0.29 0.42
-0.43 0.07 -0.13
-1.21 -1.10 2.32
0.09 0.53 0.12
0.55 -0.36 -0.05

No. 3
ORCA calculation (wB97M-V/def2-TZVPD) on a 2-piece molecular cluster, C5H10N overall at a distorted geometry.

Multiplicity   1
Relative energy (zero: lowest compared OMol25 entry of this formula, charge and spin)   4.6439 eV
HOMO energy   -15.05 eV
E   -250.8346 Ha
Net charge   +1
Frontier orbital gap   10.2 eV
F_max   4.4 eV Å⁻¹

Atoms and positions in Å:
C -2.46162 0.88086 -0.23241
C -0.34370 -0.37374 0.26268
C -0.05876 -1.82958 -0.03715
C 1.66703 0.91345 -0.59932
C 0.74604 0.53743 0.70414
N -1.47224 0.11630 -0.11739
H -3.02908 1.42208 -1.03937
H -3.01517 0.83324 0.72980
H -1.02161 -2.41107 -0.03407
H 0.60599 -1.93176 -0.94382
H 0.97334 -2.39610 1.38302
H 2.52515 0.22762 -0.59870
H 1.08770 0.82636 -1.50720
H 2.03802 1.96879 -0.68176
H 1.37061 -0.12540 1.34421
H 0.38831 1.34151 1.36733

Force components x, y, z for each atom (eV/Å):
-1.66 -0.97 2.09
-0.74 -0.26 -1.58
1.09 -0.74 2.69
-0.34 0.59 1.05
1.67 -0.24 -0.08
1.47 0.71 -0.65
1.64 -0.73 0.11
-0.21 0.59 -0.59
1.39 0.25 -0.14
-0.70 -0.06 1.19
-2.51 1.24 -3.38
-0.36 0.30 -0.20
-0.20 -0.46 -0.26
-0.34 -0.92 0.86
-0.28 0.68 -0.34
0.07 0.01 -0.78

No. 4
ORCA calculation (wB97M-V/def2-TZVPD) on an isolated ion of composition C5H10N and charge +1 at a distorted geometry.

Multiplicity   1
Relative energy (zero: lowest compared OMol25 entry of this formula, charge and spin)   4.6382 eV
HOMO energy (alpha / beta)   -14.13 / -14.13 eV
E   -250.8348 Ha
Net charge   +1
Frontier orbital gap (alpha / beta)   9.5 / 9.5 eV
F_max   5.6 eV Å⁻¹

Atoms and positions in Å:
C -1.97245 0.01178 -0.26772
C -0.95259 0.91004 0.32655
C -0.06775 -1.09782 -0.67420
C 0.38396 0.13248 -0.03356
C 1.79132 0.70776 -0.27402
N 0.35356 -1.17664 0.67323
H -2.65263 -0.48724 0.38210
H -2.50908 0.41072 -1.21015
H -1.10105 1.88898 -0.11389
H -0.88753 1.07683 1.45991
H 0.45112 -1.79329 -1.31804
H 2.27938 1.00073 0.70854
H 1.56501 1.61313 -0.90551
H 2.29898 -0.18457 -0.76563
H -0.30906 -1.29866 1.33980
H 1.32880 -1.71422 0.67258

Force components x, y, z for each atom (eV/Å):
0.92 -1.28 -2.34
2.73 0.27 1.66
-4.55 1.11 -1.67
0.21 2.20 -0.22
-1.22 -0.46 0.74
5.35 -1.14 -0.93
-0.31 -0.81 0.30
1.28 -1.03 1.41
0.78 0.28 -0.09
-0.82 -0.34 -1.45
-0.34 0.25 -0.59
-0.44 -0.26 -1.37
1.05 -1.06 0.32
0.09 1.74 0.26
-1.96 -1.01 2.93
-2.77 1.54 1.05

No. 5
ORCA calculation (wB97M-V/def2-TZVPD) on an isolated ion of composition C5H10N and charge +1 at a distorted geometry.

Multiplicity   1
Relative energy (zero: lowest compared OMol25 entry of this formula, charge and spin)   3.0512 eV
HOMO energy   -15.06 eV
E   -250.8932 Ha
SMILES   C=C[N+]1(C)CC1
Net charge   +1
Frontier orbital gap   12.3 eV
F_max   6.1 eV Å⁻¹

Atoms and positions in Å:
C -2.16939 0.33246 0.19519
C -1.13300 -0.09663 -0.49523
N 0.22598 -0.06162 -0.17264
C 0.63579 -1.46057 0.08376
C 0.71940 1.01353 0.67642
C 1.21672 0.91925 -0.75334
H -3.20931 0.21895 0.09437
H -1.73342 0.77318 1.20776
H -1.38965 -0.56865 -1.37920
H 0.85695 -1.41071 1.24702
H -0.14158 -2.21248 -0.02146
H 1.48953 -1.85863 -0.41256
H 1.40229 0.75316 1.47763
H -0.00121 1.76892 0.89044
H 1.13518 1.56805 -1.71905
H 2.09571 0.32179 -0.91911

Force components x, y, z for each atom (eV/Å):
4.04 1.44 4.28
-3.49 0.75 -0.87
0.01 -0.23 -0.57
0.77 -0.53 4.37
1.49 0.58 -1.13
0.41 -0.01 -1.06
-0.88 -0.13 -0.66
-1.89 -0.58 -1.76
0.38 -1.11 -2.00
-0.22 -0.67 -2.35
-0.45 0.60 -0.27
0.83 0.50 -0.67
-0.15 -0.16 -0.11
-0.36 0.34 0.09
-1.09 -0.93 2.25
0.60 0.14 0.46

No. 6
ORCA calculation (wB97M-V/def2-TZVPD) on C5H10N as an isolated structure at a distorted geometry.

Multiplicity   1
Relative energy (zero: lowest compared OMol25 entry of this formula, charge and spin)   3.0637 eV
HOMO energy   -14.93 eV
E   -250.8927 Ha
Net charge   +1
Frontier orbital gap   10.3 eV
F_max   4.1 eV Å⁻¹

Atoms and positions in Å:
C 0.67268 0.95604 -2.13535
C -0.99863 -0.28836 -0.76848
C -0.22799 -0.35734 0.57700
C -0.27749 0.90245 1.41571
C 0.52222 -1.51533 0.91877
N 0.20553 0.30446 -1.15331
H 1.62920 1.54355 -1.97303
H -0.04901 1.19894 -2.91560
H -1.11019 -1.15665 -1.34939
H -1.81560 0.27647 -0.67819
H -0.36338 0.51592 2.41073
H -1.07628 1.53251 1.02870
H 0.80783 1.38454 1.41547
H 1.60928 -1.38209 0.78020
H 0.12681 -2.39110 0.36432
H 0.34500 -1.52403 2.06245

Force components x, y, z for each atom (eV/Å):
-0.52 1.24 1.68
2.83 -1.70 1.15
-0.17 2.59 -3.14
2.56 -0.64 -1.08
0.29 -1.17 1.92
1.53 0.88 0.65
-0.92 -1.24 -0.71
0.55 -0.07 -0.58
-0.66 -1.58 -0.15
-3.25 2.42 -0.27
-0.65 0.34 0.86
0.27 0.34 0.59
-2.41 -0.70 -0.14
-0.46 -0.13 0.12
0.56 0.28 0.72
0.45 -0.86 -1.60

No. 7
ORCA calculation (wB97M-V/def2-TZVPD) on a 2-piece molecular cluster, C5H10N overall at a distorted geometry.

Multiplicity   1
Relative energy (zero: lowest compared OMol25 entry of this formula, charge and spin)   7.3036 eV
HOMO energy (alpha / beta)   -11.93 / -14.43 eV
E   -250.7369 Ha
Net charge   +1
Frontier orbital gap (alpha / beta)   6.0 / 11.1 eV
F_max   3.6 eV Å⁻¹

Atoms and positions in Å:
C 1.89043 0.47841 0.37896
C 0.63762 1.00060 -0.50441
C 1.15041 -0.83280 0.59546
C 0.00792 -0.25815 -0.18921
C -3.50947 0.16435 0.53528
N 0.88154 -1.40010 -0.71351
H 2.76534 0.54374 -0.22341
H 2.04171 1.23062 1.11364
H 0.41064 1.96124 0.01943
H 0.90263 1.09437 -1.60319
H 1.32469 -1.38830 1.42400
H -3.99479 -0.23235 -0.25767
H -2.91193 0.85760 0.00747
H -3.64968 0.23457 1.55306
H 1.56913 -1.12069 -1.37582
H 0.48378 -2.33311 -0.76009

Force components x, y, z for each atom (eV/Å):
-1.05 0.50 -1.95
2.18 2.03 -1.28
-0.04 2.80 -0.21
-0.51 -2.03 1.33
2.07 1.31 -0.95
-0.44 0.86 0.04
1.01 -0.82 -0.51
-0.18 -0.33 1.49
-0.88 -1.02 -0.98
-0.70 0.47 1.25
-0.11 -2.12 2.19
-2.47 -2.30 -1.30
1.21 1.24 0.44
-0.60 -0.26 1.74
0.57 -0.42 -1.23
-0.05 0.09 -0.08

No. 8
ORCA calculation (wB97M-V/def2-TZVPD) on a 2-piece molecular cluster, C5H10N overall at a distorted geometry.

Multiplicity   1
Relative energy (zero: lowest compared OMol25 entry of this formula, charge and spin)   3.3441 eV
HOMO energy   -13.86 eV
E   -250.8824 Ha
Net charge   +1
Frontier orbital gap   10.2 eV
F_max   2.9 eV Å⁻¹

Atoms and positions in Å:
C -1.24117 1.57472 0.39352
C -1.66135 0.43270 -0.15657
C -0.58033 1.11774 -0.74237
C -2.37025 -0.77979 -0.22101
C 2.27558 0.21490 0.59191
N 1.20835 -0.33190 -0.23650
H -1.44539 2.24169 1.15161
H 0.23019 1.45882 -1.36790
H -2.72765 -0.99817 -1.23897
H -3.26427 -0.78697 0.44715
H -1.60697 -1.44085 0.21300
H 2.99354 -0.69360 0.72685
H 2.88083 0.89671 -0.02645
H 1.87744 0.83539 1.41130
H 0.65631 -1.04254 0.25002
H 1.60022 -0.89221 -0.93858

Force components x, y, z for each atom (eV/Å):
0.11 -1.36 -1.71
1.60 1.92 -1.51
-0.11 0.57 1.94
-2.09 -1.06 0.74
1.79 -1.25 -0.88
-1.78 0.29 0.89
0.03 1.44 1.45
-0.70 -0.27 -0.61
0.65 -0.34 0.35
0.77 -0.01 -0.38
-0.48 -0.74 -0.52
-0.99 1.97 1.19
-0.35 -0.07 0.09
0.44 -0.95 0.13
0.27 0.41 0.45
0.83 -0.53 -1.62

No. 9
ORCA calculation (wB97M-V/def2-TZVPD) on an isolated ion of composition C5H10N and charge +1 at a distorted geometry.

Multiplicity   1
Relative energy (zero: lowest compared OMol25 entry of this formula, charge and spin)   2.5993 eV
HOMO energy   -15.06 eV
E   -250.9098 Ha
Net charge   +1
Frontier orbital gap   8.1 eV
F_max   4.1 eV Å⁻¹

Atoms and positions in Å:
C -0.39117 -0.43755 0.12522
C 0.41530 0.74773 -0.00771
C 1.55570 0.85625 -0.95467
C 0.03273 1.86472 0.88611
C -1.29362 -2.55922 -0.36096
N -0.38771 -1.51574 -0.59041
H -0.94776 -0.38771 1.10136
H 1.21687 0.33807 -1.81880
H 2.29433 0.15225 -0.54868
H 1.91776 1.91621 -1.10971
H -0.06113 2.85322 0.48462
H 1.00781 2.02584 1.43518
H -0.74641 1.68359 1.58138
H -1.67351 -2.67426 0.60699
H -0.75469 -3.54832 -0.67696
H -2.18748 -2.62966 -1.10396

Force components x, y, z for each atom (eV/Å):
-0.66 -1.57 2.22
0.01 1.03 -0.88
-0.69 0.99 1.41
2.28 -0.67 0.13
0.15 -3.17 -2.60
0.32 2.55 -0.94
-0.16 -0.24 -1.02
-0.09 -0.25 -1.27
0.39 0.31 -0.01
-0.28 -1.49 0.17
-0.13 0.45 -0.98
-0.61 -0.21 0.02
-0.70 -0.39 0.48
-0.61 0.19 1.66
-0.77 1.65 0.69
1.55 0.82 0.93

No. 10
ORCA calculation (wB97M-V/def2-TZVPD) on C5H10N as an isolated structure at a distorted geometry.

Multiplicity   1
Relative energy (zero: lowest compared OMol25 entry of this formula, charge and spin)   3.9802 eV
HOMO energy   -14.35 eV
E   -250.8590 Ha
Net charge   +1
Frontier orbital gap   10.0 eV
F_max   4.1 eV Å⁻¹

Atoms and positions in Å:
C -1.11395 -0.13216 0.34077
C -0.18213 0.38311 1.35736
C -0.10632 -0.93437 0.99643
C 0.31243 1.54622 2.08487
C -0.12299 -0.29067 -1.86748
N 0.86439 -1.27980 -1.63555
H -2.21740 0.09281 0.37271
H 0.22822 -1.93434 1.03196
H -0.17452 2.37830 1.59638
H 1.36379 1.63769 1.93592
H -0.04419 1.48589 3.15751
H -0.83752 0.01005 -1.00035
H 0.28307 0.62003 -2.20842
H -0.91116 -0.57045 -2.51381
H 1.80584 -0.85324 -1.46717
H 0.85245 -2.15906 -2.18113

Force components x, y, z for each atom (eV/Å):
0.49 0.74 3.69
-0.31 -3.32 -2.39
-1.61 2.77 -0.33
-1.60 0.03 0.51
1.14 -1.63 -1.12
0.25 1.30 0.50
1.12 -0.77 -0.82
0.37 -0.70 0.43
-0.02 0.59 0.29
0.86 0.00 0.47
0.78 0.13 -1.11
0.19 0.25 0.58
0.38 1.35 0.04
-0.65 -0.69 -0.97
-1.27 -1.07 -0.48
-0.10 1.01 0.72

No. 11
ORCA calculation (wB97M-V/def2-TZVPD) on a 2-piece molecular cluster, C5H10N overall at a distorted geometry.

⟨S²⟩   2.017
Multiplicity   3
Relative energy (zero: lowest compared OMol25 entry of this formula, charge and spin)   2.6094 eV
HOMO energy (alpha / beta)   -12.79 / -13.97 eV
E   -250.7635 Ha
Net charge   +1
Frontier orbital gap (alpha / beta)   9.4 / 6.2 eV
F_max   5.1 eV Å⁻¹

Atoms and positions in Å:
C 2.80541 0.38147 -0.23494
C 1.64211 -0.03940 0.17538
C -1.55643 0.72444 0.06498
C -0.99182 -0.45730 -0.03575
C -1.16349 -1.90096 -0.17849
N -1.21159 2.04426 -0.10981
H 2.95054 1.14396 -1.06202
H 3.80691 0.19545 0.19999
H 1.43197 -0.62584 1.06482
H -2.54879 0.40133 0.23253
H -0.61523 -2.34225 0.72560
H -0.62407 -2.38027 -0.99392
H -2.17367 -2.00914 -0.12646
H -1.96683 2.67567 0.24169
H -0.29588 2.22514 0.20184
H 0.51085 -0.03655 -0.16543

Force components x, y, z for each atom (eV/Å):
1.67 2.17 -1.56
-1.88 -1.09 1.22
-2.34 2.44 -0.25
4.30 -2.16 -1.62
3.00 1.23 2.07
-2.53 -2.75 1.71
-0.62 -1.26 0.62
-1.04 -0.31 0.31
1.15 -0.36 0.33
-2.31 1.55 0.19
-0.97 0.36 -0.79
-0.24 0.41 -0.43
-2.97 -1.56 -0.05
1.06 -0.38 -0.72
1.73 0.82 -0.16
1.99 0.89 -0.88

No. 12
ORCA calculation (wB97M-V/def2-TZVPD) on C5H10N2 as an isolated structure at a distorted geometry.

Multiplicity   1
Relative energy (zero: lowest compared OMol25 entry of this formula, charge and spin)   0.9413 eV
HOMO energy   -8.61 eV
E   -305.9893 Ha
Frontier orbital gap   9.6 eV
F_max   2.5 eV Å⁻¹

Atoms and positions in Å:
C -2.15323 0.34373 -0.05868
C 0.26708 -1.51732 0.66893
C 1.04998 0.82598 -0.04549
N 2.32389 1.13778 0.26360
C -0.82060 0.50050 -0.74826
C 0.52424 -0.50373 -0.42538
N -0.00193 1.55969 -0.20845
H 3.03517 0.42252 0.22394
H 2.54399 2.12528 0.26429
H -0.90364 0.52962 -1.83812
H 1.03747 -0.94579 -1.28764
H -2.51708 -0.68426 -0.15792
H -2.90409 1.00399 -0.50427
H -2.08529 0.56585 1.00988
H -0.37166 -2.32790 0.30322
H -0.22805 -1.06315 1.53104
H 1.20375 -1.97279 1.00928

Force components x, y, z for each atom (eV/Å):
-0.10 -0.60 0.01
0.24 -0.22 0.06
-0.94 -0.27 -0.57
-0.07 0.60 0.28
1.80 -1.80 0.09
-2.11 0.12 -0.23
1.23 1.63 0.36
-0.16 0.44 0.02
0.37 -0.38 0.08
-0.22 0.27 0.06
-0.27 -0.02 -0.02
-0.07 0.07 -0.05
0.16 -0.01 0.07
0.09 0.04 -0.16
0.07 0.11 0.01
0.08 0.01 -0.09
-0.10 0.01 0.07